{"formula": "C44H51GeN4OP2SZn", "method": "ωB97M-V/def2-TZVPD", "symbols": ["Zn", "S", "C", "C", "C", "C", "C", "N", "H", "H", "H", "H", "C", "P", "C", "C", "C", "C", "C", "C", "C", "C", "C", "C", "C", "C", "P", "C", "C", "C", "C", "C", "C", "C", "C", "C", "C", "C", "C", "H", "H", "H", "H", "H", "H", "H", "H", "H", "H", "H", "H", "H", "H", "H", "H", "H", "H", "H", "H", "H", "H", "O", "C", "N", "N", "C", "C", "C", "N", "C", "C", "H", "H", "H", "H", "H", "H", "C", "C", "C", "C", "Ge", "C", "C", "C", "C", "H", "H", "H", "H", "H", "H", "H", "H", "H", "H", "H", "H", "H", "H", "H", "H", "H", "H", "H"], "xyz": [[0.14722, 1.67268, 1.86906], [0.94125, 0.37141, 4.07771], [2.50991, 0.88081, 3.43417], [3.71213, 0.82900, 4.18936], [4.94793, 1.17683, 3.62676], [4.90444, 1.60009, 2.28951], [3.69448, 1.74085, 1.62378], [2.52965, 1.35488, 2.19435], [3.63477, 0.51506, 5.23543], [5.86421, 1.08566, 4.20831], [5.81389, 1.86521, 1.73297], [3.61162, 2.14440, 0.62280], [0.59480, 0.89338, -2.13156], [-0.32249, 1.69966, -0.68980], [-0.40437, 3.43522, -1.14632], [0.44802, 4.32669, -0.44427], [0.39368, 5.69670, -0.72301], [-0.52362, 6.17934, -1.66795], [-1.28455, 5.27506, -2.40147], [-1.19555, 3.89290, -2.17218], [-1.95136, 0.86742, -0.79920], [-3.16476, 1.55029, -1.04152], [-4.27200, 0.81880, -1.38136], [-4.28421, -0.58331, -1.33912], [-3.12500, -1.26956, -0.90122], [-1.99948, -0.52670, -0.62134], [-0.08512, 1.29395, -3.86890], [-0.66374, -0.31284, -4.38630], [-1.96900, -0.56544, -4.77394], [-2.37314, -1.83912, -5.13773], [-1.46282, -2.92693, -5.05546], [-0.16064, -2.66443, -4.64426], [0.26624, -1.34367, -4.35785], [1.44194, 1.46242, -4.85225], [2.49287, 2.22161, -4.34218], [3.69541, 2.24629, -5.02363], [3.83405, 1.66999, -6.28316], [2.72134, 1.01889, -6.86065], [1.52694, 0.94789, -6.17086], [0.55372, -0.18913, -1.99257], [1.63305, 1.21749, -2.15555], [1.21085, 3.93305, 0.19759], [1.00651, 6.39930, -0.14441], [-0.62733, 7.23131, -1.86569], [-1.96294, 5.62548, -3.17434], [-1.76816, 3.18898, -2.76084], [-3.21762, 2.62538, -0.88512], [-5.18195, 1.35038, -1.67900], [-5.16658, -1.13562, -1.63081], [-3.04727, -2.34250, -0.78795], [-1.07586, -0.99901, -0.28763], [-2.66914, 0.26605, -4.83026], [-3.43186, -2.00378, -5.38177], [-1.79324, -3.93487, -5.28847], [0.57470, -3.46215, -4.49730], [1.27408, -1.08907, -4.08429], [2.35582, 2.72179, -3.39365], [4.53969, 2.79271, -4.53941], [4.80853, 1.67098, -6.79001], [2.72228, 0.62023, -7.87387], [0.62699, 0.59303, -6.64652], [0.87259, 5.95924, 2.25962], [0.67643, 4.75772, 2.37344], [0.38737, 3.56603, 2.55444], [-6.15504, 1.41576, 2.93745], [-4.79312, 1.43987, 3.05481], [-4.07218, 0.22560, 3.01810], [-2.73322, 0.25827, 2.71316], [-2.00814, 1.40285, 2.71516], [-2.66502, 2.54654, 3.01305], [-4.02291, 2.59170, 3.17633], [-6.60409, 0.53935, 2.89347], [-6.70296, 2.22818, 2.67892], [-4.57529, -0.73021, 3.17033], [-2.20086, -0.65695, 2.42834], [-2.05755, 3.42876, 3.14435], [-4.53390, 3.52419, 3.36393], [-1.87716, -4.08993, 1.68896], [-2.06710, -4.38136, 3.18500], [-0.76623, -4.35357, 4.09104], [-0.40634, -2.92314, 4.58473], [0.74979, -1.83571, 3.38923], [2.61084, -2.44319, 3.14955], [2.76279, -3.71018, 2.33697], [4.06793, -3.77111, 1.53487], [4.26757, -5.15605, 0.92307], [-2.83348, -4.22057, 1.16364], [-1.15285, -4.75794, 1.22370], [-1.52572, -3.05032, 1.51983], [-2.62546, -5.31921, 3.32820], [-2.74993, -3.65428, 3.58697], [0.10087, -4.78005, 3.55163], [-0.90038, -4.98296, 4.95721], [0.12781, -2.90268, 5.54904], [-1.35127, -2.34587, 4.70680], [0.17695, -1.78923, 1.97496], [2.97495, -2.55068, 4.17865], [3.21310, -1.60488, 2.73510], [1.91688, -3.84336, 1.63027], [2.75679, -4.61542, 2.95948], [4.92535, -3.53270, 2.17893], [4.06635, -3.00371, 0.73283], [4.39981, -5.94424, 1.66526], [5.09117, -5.23125, 0.19711], [3.38562, -5.48473, 0.38728]], "forces_ev_per_angstrom": [[-0.1213, 1.0848, 0.3837], [-0.4306, 0.0436, -0.0715], [2.0760, 0.0173, 0.1108], [-0.4070, -0.1414, 0.4387], [-1.5062, -0.2110, -0.5083], [0.7286, 0.3965, -0.3378], [-0.6103, -0.6519, 1.0390], [-0.4493, 0.0881, -0.5949], [0.1472, 0.0447, -0.4278], [-0.2151, 0.1178, -0.2762], [-0.3756, -0.0973, 0.4453], [0.1352, -0.0503, 0.0130], [-0.4272, 0.1086, -0.0829], [0.5333, -0.8715, 0.1198], [0.8741, 0.1822, 0.8207], [-0.4715, 0.3934, -1.4012], [-0.1380, 0.0283, 0.2184], [0.1471, -0.9489, 0.0749], [-0.0304, -0.3521, -0.1862], [-0.7309, 0.9995, -0.1226], [-0.9059, 0.3674, 0.1371], [1.4675, -0.0993, 0.4088], [-1.3403, -0.6821, -0.0593], [1.0890, -0.1350, 0.2102], [-0.8318, 0.7334, -0.2278], [1.0494, 0.8546, -0.2988], [-0.6164, 1.2089, 0.4483], [0.6299, -0.7318, -0.0674], [-0.3740, 0.2815, -0.2646], [0.0487, -0.9619, 0.3026], [-0.5283, 1.1771, 0.1433], [0.9780, 0.5359, 0.2900], [-1.3612, -1.3340, -0.2480], [-0.0309, 0.1006, -0.4079], [-0.3946, -0.9487, -0.2069], [1.1561, 1.0068, 0.1356], [-0.1340, -0.7216, -0.0520], [0.2257, 0.6134, -0.0548], [0.0802, 0.6379, 1.0911], [0.1295, 0.0656, 0.0901], [0.0869, -0.0209, 0.4040], [-0.0074, -0.0395, 0.4136], [-0.2050, -0.4454, -0.3770], [0.0708, 0.2363, 0.0612], [0.1301, 0.0291, 0.0899], [-0.0825, 0.2446, 0.0198], [0.0413, -0.1144, -0.5541], [0.2596, -0.2423, 0.2163], [-0.0343, 0.0336, 0.0192], [-0.3893, -0.0291, -0.0790], [-0.1393, -0.2618, -0.1553], [0.0167, -0.1608, 0.1110], [0.6141, -0.0255, -0.1043], [0.1021, 0.1495, 0.0499], [-0.3804, 0.1229, -0.3081], [0.3647, -0.3921, 0.0552], [0.2718, 0.1006, 0.0958], [-0.6456, -0.5316, -0.6670], [-0.5658, 0.1120, 0.1981], [0.3692, 0.1098, 0.2024], [0.0168, -0.4966, -0.0290], [-0.2421, -3.3870, 0.2913], [-1.0142, -0.8581, 0.7919], [0.9808, 3.2278, -0.8340], [0.6758, 1.1172, 0.3673], [-0.1955, -0.9108, -0.2455], [-0.1977, -0.2925, -0.1656], [0.4589, 0.4732, 0.2418], [0.3134, 0.0230, -0.6942], [0.4408, -0.7811, 0.0883], [-0.6919, 0.5537, -0.1390], [-0.4570, -0.7491, -0.1370], [0.3973, -0.2306, 0.3020], [0.0406, 0.2177, -0.4328], [-0.1587, 0.2821, 0.3327], [0.1330, 0.0978, -0.1857], [0.1470, 0.2184, -0.0304], [-0.0102, 0.3787, 0.1875], [0.8032, -0.3901, 0.4143], [-0.0261, 0.5185, -1.1907], [-0.3250, 0.8218, -0.0140], [0.6182, -0.4444, -0.3508], [0.0210, 0.8690, 0.8413], [0.0189, -0.6660, -0.6289], [0.2371, 0.0743, -0.4006], [0.1081, -0.3348, -0.3521], [0.2430, 0.0925, 0.0962], [0.0518, -0.0745, 0.0408], [-0.2409, -0.5545, 0.0607], [0.5433, -0.0014, -0.1656], [-0.3299, 0.5808, 0.2738], [-0.4377, 0.0141, 0.0620], [-0.2235, -0.1665, 0.2950], [-0.3294, -0.2282, -0.2424], [0.6049, -0.2834, 0.1656], [-0.2703, 0.2468, -0.2919], [0.2308, -0.1856, -0.1547], [-0.4933, -0.4700, 0.0102], [0.3467, 0.0949, 0.2029], [-0.2014, 0.2908, 0.1637], [-0.2030, 0.0083, 0.0023], [-0.0792, -0.3080, 0.3869], [0.2665, 0.1940, 0.2546], [-0.1116, 0.2314, 0.3947], [-0.4020, 0.1624, -0.2990]], "lowdin_charge": [0.5119, 0.6771, -0.7081, -0.0670, -0.0261, -0.0462, -0.1008, -0.0102, 0.1141, 0.1201, 0.1175, 0.1123, -0.4238, 1.0071, -0.4036, -0.1155, -0.0560, -0.0534, -0.0601, -0.1437, -0.3718, -0.0905, -0.0835, -0.0525, -0.0670, -0.1389, 1.0551, -0.4476, -0.1107, -0.0738, -0.0689, -0.0665, -0.1043, -0.3839, -0.1219, -0.0951, -0.0745, -0.0737, -0.0950, 0.0336, 0.0254, 0.0625, 0.1085, 0.1060, 0.1087, 0.0573, 0.1103, 0.1144, 0.1030, 0.0989, 0.0893, 0.1031, 0.1091, 0.1034, 0.1063, 0.1026, 0.0916, 0.1184, 0.1092, 0.1084, 0.1067, 0.0315, -0.4785, 0.0041, 0.1465, -0.2992, -0.0080, -0.1454, -0.0173, -0.1227, -0.0108, 0.0884, 0.1185, 0.1176, 0.0904, 0.0948, 0.1185, -0.1159, -0.2406, -0.2358, -0.3144, 0.7456, -0.3429, -0.3126, -0.2742, -0.1207, 0.0710, 0.0731, 0.0223, 0.1080, 0.0797, 0.0940, 0.0966, 0.0679, 0.0626, -0.0421, 0.0755, 0.0627, 0.1003, 0.1133, 0.1115, 0.1148, 0.0732, 0.0771, 0.0645], "spin_multiplicity": 1, "orbital_gap_ev": 7.93, "e_lumo_ev": -2.153, "charge": 1, "fmax_ev_per_a": 3.48, "relative_energy_ev": 0.000}


{"formula": "C44H51N3OP2SeSiTi", "method": "ωB97M-V/def2-TZVPD", "symbols": ["Ti", "C", "N", "P", "C", "C", "C", "C", "C", "C", "C", "C", "C", "C", "C", "C", "P", "C", "C", "C", "C", "C", "C", "C", "C", "C", "C", "C", "C", "H", "H", "H", "H", "H", "H", "H", "H", "H", "H", "H", "H", "H", "H", "H", "H", "H", "H", "H", "H", "H", "H", "H", "N", "C", "C", "C", "C", "C", "C", "C", "C", "C", "C", "C", "C", "H", "H", "H", "H", "H", "H", "H", "H", "H", "H", "C", "N", "C", "C", "C", "O", "H", "H", "H", "H", "H", "H", "H", "H", "H", "C", "Si", "C", "C", "Se", "H", "H", "H", "H", "H", "H", "H", "H", "H"], "xyz": [[0.33379, 0.15382, 0.36683], [-3.36836, -1.91034, -2.04978], [-2.68835, -1.02899, -1.08281], [-1.56909, -1.64171, 0.06746], [-2.62173, -2.63385, 1.16542], [-2.83856, -2.23416, 2.48574], [-3.72892, -2.93418, 3.29148], [-4.40368, -4.03785, 2.78667], [-4.17785, -4.45336, 1.48066], [-3.28763, -3.75781, 0.67259], [-0.51696, -2.85049, -0.82168], [-0.08509, -4.03660, -0.22971], [0.87129, -4.82388, -0.86052], [1.41451, -4.43205, -2.07949], [0.99173, -3.25168, -2.67699], [0.03212, -2.46519, -2.04718], [-2.09657, 0.52372, -1.63345], [-3.57301, 1.23097, -2.46747], [-4.85841, 1.12596, -1.93153], [-5.93676, 1.69515, -2.59118], [-5.74143, 2.38088, -3.78924], [-4.46841, 2.49799, -4.32404], [-3.38494, 1.91689, -3.66388], [-2.26823, 1.48759, -0.03953], [-2.94802, 1.04331, 1.09700], [-3.16195, 1.89685, 2.17384], [-2.71142, 3.20851, 2.12957], [-2.06219, 3.67551, 0.99447], [-1.84785, 2.82021, -0.07437], [-2.68871, -2.64728, -2.48649], [-3.79250, -1.31739, -2.85493], [-4.18857, -2.43603, -1.56457], [-2.29283, -1.39382, 2.88819], [-3.89156, -2.61821, 4.31449], [-5.09906, -4.58391, 3.41436], [-4.69167, -5.32426, 1.08983], [-3.09549, -4.10926, -0.33548], [-0.47734, -4.32833, 0.73540], [1.19874, -5.74613, -0.39442], [2.15713, -5.05311, -2.56960], [1.40374, -2.94825, -3.63380], [-0.31223, -1.55397, -2.52173], [-5.00786, 0.59589, -0.99503], [-6.93267, 1.60888, -2.17345], [-6.58924, 2.81647, -4.30758], [-4.31768, 3.02961, -5.25720], [-2.38575, 1.99729, -4.08347], [-3.36869, 0.05081, 1.12559], [-3.69697, 1.53375, 3.04437], [-2.87853, 3.87113, 2.97258], [-1.73575, 4.70896, 0.94024], [-1.40664, 3.20429, -0.98499], [2.32297, -0.65620, -0.00161], [3.31066, 0.29341, -0.45991], [4.08014, -0.01559, -1.57009], [5.01653, 0.88462, -2.05747], [5.17819, 2.10406, -1.41510], [4.41427, 2.39598, -0.29250], [3.46541, 1.50644, 0.22258], [2.65053, 1.88685, 1.42737], [3.25653, 2.71701, 2.38030], [2.55885, 3.16243, 3.48825], [1.23183, 2.77981, 3.66760], [0.63410, 1.93630, 2.74329], [1.30942, 1.47322, 1.60733], [2.37890, -1.52704, -0.50716], [2.46455, -0.86663, 0.97998], [3.94877, -0.98246, -2.04768], [5.62853, 0.62538, -2.91470], [5.90303, 2.82449, -1.78063], [4.54611, 3.35472, 0.19707], [4.30052, 2.99565, 2.27113], [3.05313, 3.79097, 4.22193], [0.68012, 3.11983, 4.53951], [-0.37752, 1.60523, 2.92406], [1.40899, 0.83008, -3.74390], [1.57302, 2.10542, -3.03011], [2.19686, 3.20567, -3.77985], [1.25394, 2.24270, -1.77319], [1.45303, 3.57136, -1.11887], [0.75008, 1.27016, -1.15193], [2.35696, 0.54948, -4.19586], [0.65600, 0.93719, -4.52328], [1.09793, 0.05821, -3.05625], [2.17956, 2.94978, -4.83612], [3.23387, 3.34609, -3.47303], [1.65168, 4.13575, -3.64679], [0.76371, 4.30428, -1.55017], [2.47108, 3.92553, -1.28443], [1.26687, 3.48214, -0.05411], [1.96125, -3.44122, 4.59870], [2.40674, -2.06945, 3.44485], [3.07504, -0.58992, 4.32704], [3.65048, -2.69177, 2.19826], [0.44244, -1.52175, 2.40627], [2.84398, -3.78939, 5.15265], [1.54582, -4.28386, 4.03414], [1.20467, -3.10746, 5.31794], [3.91587, -0.86926, 4.98209], [2.29031, -0.13632, 4.94422], [3.42286, 0.16666, 3.61654], [4.37445, -3.34217, 2.71333], [4.22498, -1.88099, 1.73027], [3.16406, -3.28778, 1.41679]], "forces_ev_per_angstrom": [[-0.1361, -0.8026, 0.8134], [0.0656, 0.0865, 0.1579], [0.3448, -0.0644, -0.1358], [-0.4814, -0.4745, -0.4289], [0.0481, -0.0068, 0.1641], [-0.2027, -0.1188, -0.0705], [0.0504, 0.0547, -0.1180], [0.0074, -0.0095, -0.0079], [0.0201, -0.0018, -0.0389], [0.0392, -0.0523, 0.0376], [0.0257, 0.0553, -0.0132], [0.0960, 0.0132, -0.0589], [-0.0256, 0.0360, 0.0158], [0.0151, -0.0538, 0.0084], [-0.0434, 0.0761, 0.0547], [-0.0138, -0.1431, -0.0337], [-0.8304, 0.3028, 0.1240], [-0.0129, -0.1116, -0.0201], [-0.0294, 0.0406, -0.0174], [0.0749, -0.0324, 0.0171], [-0.0118, -0.0251, 0.0092], [0.1034, -0.0583, 0.0668], [-0.0689, 0.0233, -0.0421], [-0.0969, 0.0011, -0.2019], [0.0070, 0.1680, 0.0450], [0.0197, -0.0568, -0.0158], [0.0003, 0.0327, 0.0567], [0.0148, 0.0364, 0.0027], [0.0439, -0.0490, -0.0305], [0.0096, 0.0195, 0.0135], [-0.0246, 0.0718, -0.0582], [-0.0253, -0.0002, 0.0592], [-0.0056, 0.0660, 0.0289], [0.0231, -0.0130, -0.0327], [0.0545, 0.0411, -0.0415], [0.0413, 0.0571, 0.0256], [-0.0187, 0.0166, 0.0604], [-0.0080, -0.0158, 0.0102], [-0.0261, 0.0550, -0.0254], [-0.0626, 0.0600, 0.0631], [-0.0543, -0.0172, 0.0503], [-0.0102, 0.0698, -0.0387], [-0.0054, 0.0353, -0.0661], [0.0430, -0.0006, -0.0199], [0.0842, -0.0226, 0.0674], [0.0069, -0.0452, 0.0811], [-0.0745, -0.0216, 0.0026], [-0.0005, -0.1468, 0.0107], [0.0366, 0.0170, -0.0510], [0.0116, -0.0668, -0.0891], [-0.0177, -0.1039, -0.0038], [0.1561, 0.0431, -0.0492], [0.4008, 0.6778, -0.1396], [-0.1208, -0.2438, 0.1813], [-0.0233, -0.0675, -0.1187], [0.0204, 0.0104, -0.0090], [-0.0038, 0.0105, 0.0181], [0.0560, -0.0030, 0.0058], [-0.1048, 0.0963, 0.1252], [-0.0296, -0.0550, -0.0380], [0.0689, -0.0359, -0.0119], [-0.1010, 0.0272, 0.0866], [0.0672, 0.0402, 0.0240], [0.3694, 0.2021, -0.0787], [0.6162, 0.4858, 0.4911], [0.0201, -0.3096, -0.1969], [0.0842, -0.1649, 0.2075], [0.0172, 0.0398, 0.0079], [-0.0791, 0.0243, 0.0571], [-0.0630, -0.0760, 0.0612], [-0.0183, -0.0585, -0.0503], [-0.0908, -0.0365, 0.0249], [-0.0539, -0.0524, -0.0768], [0.0536, -0.0408, -0.0895], [-0.2122, -0.0302, 0.0345], [0.0699, 0.3099, 0.0604], [0.3876, -0.0649, -1.1707], [-0.0568, -0.2157, -0.0691], [-0.1817, 0.0739, 0.4687], [-0.0700, 0.1683, 0.0328], [0.0966, 0.4146, -0.3665], [0.0933, 0.0267, -0.0218], [-0.0158, 0.0532, -0.0206], [-0.0332, -0.0373, 0.1395], [-0.0174, -0.0157, 0.0193], [-0.0047, -0.0430, 0.0325], [-0.0440, -0.0002, 0.0250], [0.0387, -0.0588, 0.0208], [-0.1075, 0.0121, 0.0206], [-0.0426, -0.0043, 0.0342], [-0.0916, -0.2918, 0.2687], [-0.3054, 0.2459, -0.2614], [0.2125, 0.2135, 0.3847], [0.3699, -0.1914, -0.1486], [-0.1735, -0.1310, -0.0842], [-0.1786, 0.0438, -0.0833], [0.0594, 0.0833, 0.1319], [0.1180, -0.0917, -0.0869], [-0.1866, 0.1120, -0.1672], [0.1653, -0.0404, -0.0764], [-0.0385, -0.0238, 0.0913], [-0.1294, 0.1593, -0.1519], [-0.0668, -0.1590, 0.0402], [0.1033, 0.0476, 0.0855]], "mulliken_spin": [0.9175, -0.0008, -0.0215, 0.0528, 0.0152, 0.0052, 0.0002, 0.0001, 0.0002, 0.0003, -0.0302, 0.0245, -0.0019, 0.0035, -0.0064, 0.0214, -0.0213, 0.0018, -0.0021, 0.0001, 0.0000, 0.0006, 0.0001, 0.0202, 0.0060, 0.0008, -0.0019, -0.0025, 0.0100, 0.0005, -0.0004, 0.0001, -0.0032, 0.0000, 0.0000, 0.0000, -0.0001, 0.0008, 0.0000, 0.0002, 0.0001, -0.0078, 0.0006, 0.0001, 0.0000, 0.0000, -0.0001, -0.0039, 0.0005, 0.0002, 0.0001, 0.0024, -0.0080, -0.0142, -0.0050, 0.0034, -0.0015, 0.0034, 0.0195, 0.0285, -0.0115, 0.0158, -0.0033, 0.1001, -0.1122, 0.0005, -0.0004, 0.0001, 0.0002, 0.0001, -0.0002, -0.0003, 0.0012, -0.0005, -0.0049, 0.0084, 0.0006, -0.0003, 0.0094, 0.0034, -0.0059, 0.0004, 0.0005, -0.0006, 0.0000, 0.0001, 0.0001, 0.0010, 0.0003, -0.0036, -0.0013, 0.0049, 0.0023, 0.0022, -0.0139, -0.0002, 0.0000, -0.0001, 0.0001, 0.0003, -0.0002, 0.0002, -0.0011, 0.0000], "s_squared": 0.755, "spin_multiplicity": 2, "orbital_gap_ev": [7.35, 7.41], "e_lumo_ev": [-2.368, -2.301], "charge": 1, "fmax_ev_per_a": 1.23, "relative_energy_ev": 0.772}